C62H70Ge2N3O4S4Ti as an isolated structure, computed with the ωB97M-V functional and the def2-TZVPD basis.

Geometry (Å):
Ti  0.2656  3.1783  -0.7139
C  -2.7710  4.5563  0.9097
C  -2.5237  3.0556  0.7326
N  -1.1226  2.6631  1.0145
C  -0.7438  2.9600  2.4153
C  0.5547  3.7694  2.5397
N  0.8964  4.4493  1.2816
C  0.5838  5.8858  1.3103
C  -0.9166  6.1400  1.4122
N  -1.6760  5.3882  0.4309
H  -3.6957  4.8015  0.3808
H  -2.9578  4.7825  1.9650
H  -3.2000  2.4971  1.3920
H  -2.7393  2.7505  -0.2890
H  -1.0961  1.6458  0.9138
H  -1.5671  3.4973  2.8881
H  -0.6254  2.0167  2.9492
H  0.4589  4.5012  3.3502
H  1.3643  3.0935  2.7920
H  1.8921  4.3604  1.1044
H  1.0687  6.3505  2.1799
H  0.9948  6.3480  0.4161
H  -1.2584  5.8609  2.4138
H  -1.0823  7.2184  1.3164
H  -1.9501  5.9526  -0.3585
C  -3.3103  0.3680  5.4555
C  -1.9734  -0.1821  5.0278
C  -0.8236  0.5961  5.0907
C  0.4129  0.1126  4.6712
C  1.6364  0.9831  4.7629
C  0.4923  -1.1902  4.1630
C  -0.6466  -2.0072  4.1392
C  -0.5903  -3.4317  3.6524
C  -1.8624  -1.4827  4.5622
C  1.8111  -1.7371  3.7028
C  2.6653  -2.2773  4.6610
C  3.8825  -2.8332  4.2886
C  4.2310  -2.8563  2.9450
C  3.3827  -2.3212  1.9755
C  2.1679  -1.7471  2.3528
Ge  1.1039  -0.7234  1.0474
S  1.7390  1.3143  1.1432
S  -1.1552  -0.8247  1.2517
Ge  -0.9719  -0.7502  -1.0026
S  -1.1527  1.2762  -1.7368
S  1.0881  -1.6152  -1.0172
C  -2.2872  -1.8759  -1.9277
C  -1.9522  -2.4863  -3.1361
C  -2.8825  -3.2979  -3.7862
C  -4.1507  -3.4922  -3.2523
C  -4.5043  -2.8152  -2.0927
C  -3.5884  -1.9888  -1.4440
C  -4.1037  -1.1408  -0.3202
C  -4.2047  -1.6408  0.9760
C  -3.7618  -3.0399  1.3179
C  -4.7677  -0.8478  1.9730
C  -5.2413  0.4232  1.7089
C  -5.8568  1.2739  2.7885
C  -5.1599  0.8988  0.4009
C  -4.6146  0.1364  -0.6236
C  -4.6073  0.6827  -2.0265
C  -0.6677  -2.2085  -3.8554
C  -0.5380  -1.0457  -4.6184
C  -1.6174  0.0011  -4.7215
C  0.6413  -0.8477  -5.3409
C  1.6725  -1.7732  -5.3301
C  2.9185  -1.5538  -6.1467
C  1.5181  -2.9215  -4.5617
C  0.3655  -3.1554  -3.8333
C  0.2097  -4.4270  -3.0448
C  3.8349  -2.4122  0.5492
C  3.5576  -3.5612  -0.1936
C  2.6919  -4.6719  0.3421
C  4.0781  -3.6775  -1.4801
C  4.8607  -2.6818  -2.0404
C  5.4642  -2.8421  -3.4113
C  5.1146  -1.5402  -1.2888
C  4.6268  -1.3914  0.0021
C  4.9543  -0.1521  0.7893
H  -3.2234  1.4051  5.7794
H  -3.7327  -0.2093  6.2803
H  -4.0263  0.3320  4.6268
H  -0.8890  1.6101  5.4736
H  1.3827  1.9570  5.1847
H  2.0730  1.1310  3.7725
H  2.4034  0.5260  5.3914
H  0.4227  -3.8294  3.6745
H  -0.9412  -3.4909  2.6176
H  -1.2258  -4.0708  4.2676
H  -2.7481  -2.1111  4.5212
H  2.3598  -2.2618  5.7013
H  4.5455  -3.2533  5.0348
H  5.1695  -3.2951  2.6264
H  -2.6026  -3.7578  -4.7271
H  -4.8680  -4.1276  -3.7572
H  -5.5089  -2.8932  -1.6926
H  -3.0666  -3.4371  0.5808
H  -4.6229  -3.7126  1.3683
H  -3.2682  -3.0525  2.2929
H  -4.8312  -1.2432  2.9832
H  -5.8923  0.7424  3.7419
H  -6.8772  1.5592  2.5254
H  -5.2894  2.1960  2.9351
H  -5.5468  1.8867  0.1693
H  -5.2689  1.5461  -2.0993
H  -4.9331  -0.0659  -2.7503
H  -3.6028  1.0011  -2.3105
H  -2.4792  -0.2204  -4.0968
H  -1.9574  0.0869  -5.7566
H  -1.2338  0.9732  -4.4086
H  0.7464  0.0599  -5.9272
H  2.9441  -0.5438  -6.5550
H  2.9678  -2.2556  -6.9825
H  3.8189  -1.6981  -5.5425
H  2.3195  -3.6533  -4.5273
H  1.1491  -4.9792  -3.0165
H  -0.5563  -5.0702  -3.4856
H  -0.0930  -4.2129  -2.0193
H  2.4992  -4.5676  1.4081
H  3.1599  -5.6434  0.1705
H  1.7268  -4.6659  -0.1687
H  3.8589  -4.5724  -2.0556
H  4.9199  -3.5839  -3.9981
H  6.5035  -3.1735  -3.3430
H  5.4565  -1.8966  -3.9558
H  5.7136  -0.7431  -1.7163
H  5.6680  0.4654  0.2441
H  5.3805  -0.4022  1.7634
H  4.0564  0.4451  0.9663
O  -1.6379  5.7713  -3.0219
C  -0.8180  5.1428  -2.4080
O  -0.9730  3.9206  -1.9439
C  0.5467  5.7118  -1.9450
O  0.8761  6.8600  -2.1136
O  1.1954  4.8047  -1.2710
C  4.3150  1.4732  -2.9420
C  4.3576  2.3519  -1.8623
C  3.1815  2.7759  -1.2716
C  1.9234  2.3391  -1.7107
C  1.9068  1.4818  -2.8059
C  3.0866  1.0489  -3.4109
H  5.2322  1.1293  -3.4068
H  5.3081  2.7052  -1.4787
H  3.2639  3.4657  -0.4373
H  0.9655  1.1099  -3.1892
H  3.0264  0.3575  -4.2449

Values from the calculation:
DFT total energy   -257591.8983 eV
HOMO-LUMO gap   7.24 eV
Largest force on an atom   1.049 eV/A
Charge   -1
Relative energy (zero: lowest compared OMol25 entry of this formula, charge and spin)   7.3 kcal per mole
Highest occupied orbital energy   -5.058 eV